one | Here is the molecule C3H6NP from the OMol25 dataset. Energies are from the ωB97M-V functional and the def2-TZVPD basis.

Summary:
- highest occupied orbital energy (eV) = -8.6
- Kohn-Sham gap (eV) = 8.8
- LUMO level (eV) = 0.2334

Each line ends with the Löwdin charge.
Atoms and positions in Å:
C1 0.22898 1.45866 -0.01998  -0.3654
C2 1.22176 0.38364 0.19877  -0.0358
C3 -0.27538 -1.40605 0.13749  -0.2665
N1 -1.03826 1.28084 -0.10150  -0.2917
P1 -1.71246 -0.24536 0.02390  0.7381
H1 0.62878 2.52031 -0.19182  0.1198
H2 2.06815 0.16771 -0.57317  0.0889
H3 1.38912 0.21354 1.35247  0.0944
H4 -0.00594 -2.25150 -0.54168  0.0208
H5 -0.30975 -1.89387 1.06758  -0.0405
H6 -2.19499 -0.22794 -1.35206  -0.0621

two | Here is the molecule C3H6NP from the OMol25 dataset. Energies are from the ωB97M-V functional and the def2-TZVPD basis.

Summary:
- highest occupied orbital energy (spin up / spin down) (eV) = -7.4 / -9.3
- Kohn-Sham gap (spin up / spin down) (eV) = 6.7 / 9.2
- LUMO level (spin up / spin down) (eV) = -0.6650 / -0.1251

Each line ends with the Löwdin charge.
Atoms and positions in Å:
C1 -1.52202 0.79680 -0.19355  -0.3568
C2 -0.45816 0.20534 0.83274  -0.4462
C3 1.58449 -1.08891 -0.67747  -0.3203
N1 -1.41510 0.88554 -1.40906  0.1519
P1 1.23895 0.16599 0.38390  0.7447
H1 -2.44245 0.85577 0.40169  0.1045
H2 -0.70155 0.51102 1.82699  0.0529
H3 -0.87731 -0.79617 0.73178  0.0711
H4 1.08016 -1.96440 -0.15902  0.0184
H5 2.20614 -1.06379 -1.58572  0.0086
H6 1.30687 1.49280 -0.15227  -0.0288

In order of decreasing stability: one, two.

one | Here is a cluster of 2 separate species, CIO4S in total from the OMol25 dataset. Energies are from the ωB97M-V functional and the def2-TZVPD basis.

Summary:
- highest occupied orbital energy (spin up / spin down) (eV) = -4.2 / -3.8
- Kohn-Sham gap (spin up / spin down) (eV) = 6.3 / 5.5
- charge = -1
- LUMO level (spin up / spin down) (eV) = 2.1120 / 1.6665

Each line ends with the Löwdin charge.
Atoms and positions in Å:
C1 0.16160 1.62953 -0.24865  -0.6318
O1 0.70375 -1.40702 1.31084  -0.3338
O2 -0.34494 2.65698 -0.04485  -0.0911
O3 -0.57369 -1.91300 -0.91082  -0.3316
O4 -1.66715 -1.15498 1.07174  -0.3589
S1 -0.39324 -1.25005 0.37400  0.5625
I1 2.11365 1.43855 -1.55225  0.1846

two | Here is a cluster of 2 separate species, CIO4S in total from the OMol25 dataset. Energies are from the ωB97M-V functional and the def2-TZVPD basis.

Summary:
- highest occupied orbital energy (spin up / spin down) (eV) = -3.7 / -4.3
- Kohn-Sham gap (spin up / spin down) (eV) = 4.7 / 6.2
- charge = -1
- LUMO level (spin up / spin down) (eV) = 1.0404 / 1.8581

Each line ends with the Löwdin charge.
Atoms and positions in Å:
C1 -0.67479 1.61646 -0.27089  -0.5921
O1 1.99730 -0.88059 0.90247  -0.3445
O2 -0.59072 2.44450 -1.10317  -0.1361
O3 1.09531 -1.40169 -1.34133  -0.3312
O4 -0.03999 -2.23267 0.63719  -0.2948
S1 0.83583 -1.28683 0.07840  0.5764
I1 -2.62293 1.74082 1.09732  0.1223

In order of decreasing stability: one, two.